Formula: C24H31N4
Source: the OMol25 dataset
Level of theory: wB97M-V/def2-TZVPD

The value obtained for the HOMO energy is -10.43 eV. As for the charge: +1. The energy relative to the best compared isomer or geometry (same formula, charge and spin) is 71.63 kJ/mol. The HOMO-LUMO gap is 6.84 eV. Its energy is -31344.2251 eV. The spin multiplicity is 1.

```
59
Properties=species:S:1:pos:R:3:forces:R:3
C -1.08000 3.63088 -2.25784 -0.5 -0.1 -0.5
C -0.20702 3.56259 -1.07754 0.7 0.3 0.8
N 0.98106 4.21448 -1.05758 -0.9 -0.5 -0.2
C 1.50335 4.98576 -2.17186 0.1 0.1 -0.3
C 1.57335 4.09161 0.20076 -0.4 0.0 0.7
C 0.69161 3.34465 1.02144 0.5 0.3 -0.5
C 0.93062 3.31010 2.38626 0.5 -0.1 0.4
C 2.10140 3.89093 2.88836 -0.2 0.2 -0.2
C 2.98577 4.59265 2.04839 -0.1 -0.2 -0.4
C 2.71776 4.71488 0.67529 0.1 -0.2 0.4
C -0.42177 2.92243 0.17811 0.3 -0.1 -0.4
C -1.51416 2.11726 0.53772 -0.7 1.0 -0.1
C -1.61063 1.43132 1.77036 -0.3 -0.5 1.1
C -2.66781 1.60830 2.69071 1.3 -0.8 -0.4
C -3.86647 2.44436 2.52766 -0.4 0.2 -0.1
N -2.36795 0.95567 3.84731 -0.2 0.1 -0.3
C -3.16454 1.04907 5.05627 -0.2 0.1 0.1
C -1.13127 0.30782 3.73230 0.2 0.8 -0.6
C -0.63368 0.56873 2.42447 -0.2 0.5 0.8
C 0.66055 0.16630 2.10579 0.2 -0.5 0.2
C 1.44389 -0.43943 3.09985 -0.2 0.2 -0.4
C 0.95321 -0.63049 4.40071 -0.6 0.1 0.1
C -0.35802 -0.25876 4.73810 0.4 -0.3 -0.3
H -2.02667 3.12214 -2.04297 0.2 0.1 -0.2
H -1.30796 4.67564 -2.52666 0.1 -0.3 0.1
H -0.61025 3.15349 -3.13537 -0.2 0.2 0.2
H 2.49872 5.35186 -1.91453 -0.2 -0.1 -0.1
H 1.57159 4.35395 -3.06597 0.1 0.1 0.2
H 0.85816 5.84369 -2.40972 0.2 -0.2 0.2
H 0.21479 2.83039 3.04503 0.3 0.0 0.0
H 2.31686 3.81670 3.95752 -0.1 0.1 -0.4
H 3.88175 5.05659 2.46952 -0.3 -0.2 -0.2
H 3.36123 5.25671 -0.01858 -0.1 0.0 0.5
H -2.44054 2.27932 -0.01205 0.2 0.2 0.3
H -3.85668 2.86973 1.52058 -0.1 0.0 0.2
H -4.78045 1.84697 2.63791 0.1 0.2 0.1
H -3.88696 3.27327 3.24895 -0.1 -0.2 -0.2
H -2.69198 0.45363 5.83725 -0.2 0.1 -0.1
H -3.24608 2.09012 5.39316 0.1 -0.2 0.0
H -4.18064 0.67492 4.88778 0.2 0.0 0.0
H 1.03607 0.32246 1.09365 0.1 0.0 0.4
H 2.46674 -0.74421 2.86932 -0.3 0.1 0.1
H 1.59692 -1.06871 5.16240 -0.2 0.1 -0.2
H -0.77800 -0.38446 5.73619 0.4 -0.1 -0.2
C -3.26685 0.58299 -1.67337 0.3 -0.2 -0.1
N -2.08669 0.22077 -0.84860 -0.2 -0.1 -0.8
C -0.80696 0.22090 -1.55799 -0.3 0.0 -0.1
N -2.25602 -0.96223 -0.11531 0.8 0.0 0.8
C -1.90655 -2.23439 -0.74121 -0.7 -0.1 0.0
H -2.94079 0.84146 -2.69372 -0.3 0.0 0.3
H -3.98241 -0.26095 -1.71900 0.4 0.4 -0.1
H -3.78802 1.45134 -1.23414 0.1 -0.2 -0.2
H -0.87263 -0.36784 -2.49678 0.3 0.3 0.4
H -0.54833 1.26413 -1.80528 0.0 -0.7 0.0
H -0.05474 -0.19237 -0.85884 -0.3 0.2 -0.6
H -3.10951 -0.94516 0.43073 0.2 0.0 -0.2
H -1.54212 -2.92019 0.03242 -0.1 0.1 -0.2
H -2.78459 -2.68146 -1.23173 0.4 -0.1 -0.2
H -1.10439 -2.08728 -1.47208 -0.3 -0.2 0.3
```
Forces are in eV/Å.

=====

Formula: C4H8O
Source: the OMol25 dataset
Level of theory: wB97M-V/def2-TZVPD

The value obtained for the HOMO energy is -9.52 eV. The energy relative to the best compared isomer or geometry (same formula, charge and spin) is 204.49 kJ/mol. The HOMO-LUMO gap is 10.67 eV. Its energy is -6323.0485 eV. The spin multiplicity is 1.

```
13
Properties=species:S:1:pos:R:3:forces:R:3
C 1.65957 0.02491 0.34255 -1.2 -0.7 1.8
C 0.48620 0.19405 -0.58727 -1.3 0.0 2.0
C -0.73144 1.00872 -0.06072 0.9 2.6 0.3
C -1.18394 -0.32193 0.46888 0.9 1.9 3.0
H 1.34754 0.28973 1.41086 0.3 -0.4 -1.3
H 2.55899 0.59333 0.16465 0.3 -0.2 -0.5
H 1.66886 -1.09836 0.28219 1.3 1.0 0.4
H 0.74612 0.11642 -1.58182 0.7 0.8 -2.3
H -0.54209 1.85567 0.62159 0.4 -0.6 0.2
H -1.35655 1.51959 -0.78354 -0.3 -0.7 -0.6
H -0.85734 -0.48293 1.54758 -0.8 0.2 -0.9
H -2.17136 -0.52673 0.30850 -2.7 -0.9 -0.1
O -0.34706 -0.96265 -0.36883 1.4 -2.9 -1.9
```
Forces are in eV/Å.

=====

Formula: C25H41AlN3P2
Source: the OMol25 dataset
Level of theory: wB97M-V/def2-TZVPD

The value obtained for the HOMO energy (alpha / beta) is -9.84 / -9.81 eV. As for the charge: +1. The energy relative to the best compared isomer or geometry (same formula, charge and spin) is 0.00 kJ/mol. The HOMO-LUMO gap (alpha / beta) is 4.77 / 4.71 eV. Its energy is -56225.8095 eV. The spin multiplicity is 1.

```
72
Properties=species:S:1:pos:R:3:forces:R:3
Al 0.42726 0.08656 -0.95821 -0.4 -1.7 4.2
C -1.68200 -0.77840 1.54032 0.8 -0.5 -0.3
C -1.25607 -1.74816 0.59394 -1.2 2.0 -0.3
C 0.53869 -1.21331 1.94537 -0.6 -0.6 -1.2
C -0.57174 -0.44755 2.36491 -0.2 -1.0 -0.6
C 0.14736 -1.98981 0.80470 1.9 1.8 0.7
C -3.07370 -0.31676 1.74494 -0.5 0.2 0.1
H -3.66366 -0.38030 0.82368 0.0 0.1 0.1
H -3.09852 0.71882 2.10264 -0.1 -0.1 -0.1
H -3.58852 -0.92941 2.49988 0.0 0.2 -0.2
C -0.59088 0.45128 3.54010 -0.1 0.5 0.3
H -1.46998 1.10543 3.51841 0.2 -0.1 0.1
H 0.30653 1.08483 3.58215 -0.2 -0.1 0.1
H -0.62660 -0.11319 4.48636 0.0 0.1 -0.3
C 1.84230 -1.31114 2.63374 0.6 0.1 0.3
H 1.80264 -2.05262 3.44819 0.1 0.2 -0.2
H 2.14518 -0.35949 3.09458 0.0 -0.2 -0.1
H 2.63474 -1.62593 1.94199 -0.1 0.1 0.2
C 0.91547 -3.12552 0.25142 0.3 -0.7 -0.2
H 0.80509 -4.00926 0.90219 0.1 0.1 -0.2
H 1.98776 -2.90119 0.18800 -0.2 -0.1 0.0
H 0.57359 -3.42000 -0.74942 0.1 0.0 0.2
C -2.13076 -2.58730 -0.25739 -0.4 -0.4 -0.2
H -2.36768 -3.53108 0.26572 0.1 0.2 -0.2
H -1.65794 -2.85752 -1.21169 -0.1 0.0 0.2
H -3.09094 -2.10019 -0.47250 0.2 -0.1 0.1
C -0.32562 2.05851 -1.67201 -1.9 0.3 0.3
C -1.36656 1.15328 -1.42357 -0.1 2.0 -0.9
C -2.03154 0.34345 -2.52113 -0.1 -0.8 0.0
C -1.01591 -0.35634 -3.47292 -0.9 0.1 0.1
C 0.31093 -0.76154 -2.85877 1.7 0.0 -1.8
C 1.48779 0.03098 -2.81387 -1.0 -1.2 -1.8
C 1.60263 1.47716 -3.22337 0.0 0.9 0.4
C 0.31583 2.31156 -2.99245 0.2 0.2 -0.6
H -2.70578 0.98319 -3.12935 0.4 -0.1 0.4
H -0.84419 0.32714 -4.34500 0.3 -0.6 0.9
H -2.69148 -0.41726 -2.06069 0.4 0.4 -0.1
H -0.41039 2.11444 -3.81064 0.6 0.1 0.8
H -0.08665 2.80228 -0.91131 -0.1 -0.5 0.2
H -1.96170 1.30706 -0.51823 0.5 -0.3 0.0
H 0.57895 3.38698 -3.08047 -0.1 -0.6 0.3
H 2.42206 1.94468 -2.64231 -0.3 -0.3 -0.2
H 2.45697 -0.48706 -2.73680 -0.6 0.0 0.5
H 1.91361 1.55715 -4.28447 -0.1 -0.3 0.5
H -1.51266 -1.24225 -3.91803 0.4 0.2 0.5
H 0.43891 -1.85006 -2.80978 0.3 0.4 0.4
P -0.31965 1.55654 -5.89723 0.3 0.2 -0.7
C -0.44507 3.36029 -6.15556 -0.2 0.0 -0.3
C -1.55937 0.87093 -7.04026 -0.1 0.3 -0.4
P 2.02775 -0.48860 -6.39114 0.0 0.8 -1.3
C 1.28564 1.21314 -6.71876 -0.4 0.0 -0.4
C 1.32544 -1.34340 -7.88434 -0.1 -0.3 0.3
C 3.59396 -0.02542 -7.26057 0.3 -0.2 0.5
H 0.41432 3.87206 -5.70023 -0.2 -0.1 -0.2
H -1.36217 3.73636 -5.68490 0.2 0.0 -0.2
H -0.46878 3.55304 -7.23689 0.0 0.3 0.3
H -1.49201 1.40800 -7.99716 -0.2 -0.4 0.1
H -2.55716 1.02253 -6.60678 0.2 0.0 -0.2
H -1.41595 -0.20717 -7.18735 0.0 0.3 0.0
H 3.37950 0.30964 -8.28194 0.1 -0.1 0.2
H 4.25889 -0.89350 -7.27383 0.0 0.2 -0.1
H 4.08441 0.78547 -6.71175 0.1 -0.2 -0.1
H 2.01745 1.97995 -6.38624 -0.4 -0.4 -0.3
H 1.09214 1.31992 -7.81030 0.5 0.1 0.5
H 1.83782 -2.30870 -7.97946 -0.1 0.2 -0.1
H 1.50398 -0.75312 -8.79264 -0.1 -0.1 0.2
H 0.25536 -1.54423 -7.77671 0.2 0.0 0.0
N 1.57905 0.97819 0.10710 0.3 0.2 0.1
C 2.14271 1.67892 0.88698 0.6 0.6 0.3
N 2.81068 2.51192 1.54522 -0.9 -0.9 -1.0
C 3.00368 2.58307 2.85095 0.5 0.2 2.7
N 3.22032 2.70589 3.99890 -0.5 -0.3 -2.4
```
Forces are in eV/Å.

=====

Formula: C8H18N3
Source: the OMol25 dataset
Level of theory: wB97M-V/def2-TZVPD

The value obtained for the HOMO energy (alpha / beta) is -6.77 / -14.43 eV. As for the charge: +1. The energy relative to the best compared isomer or geometry (same formula, charge and spin) is 199.30 kJ/mol. The HOMO-LUMO gap (alpha / beta) is 4.04 / 6.43 eV. Its energy is -13043.9448 eV. The spin multiplicity is 3.

```
29
Properties=species:S:1:pos:R:3:forces:R:3
C -0.06183 -2.05229 0.73982 0.4 1.2 2.6
C 1.06493 -0.93420 0.95028 -4.4 -0.3 2.5
C -0.36577 -2.02618 -0.70561 0.6 -2.1 -1.7
C -0.64267 0.89304 1.51581 0.8 -0.6 -0.8
C -1.28014 1.53258 -0.65980 0.5 -0.6 -2.6
C 0.55280 0.48889 0.62524 -1.8 -2.1 -2.8
C -0.19449 0.47042 -0.97337 -0.5 -0.5 1.9
C 1.68172 1.44479 0.59028 0.8 -3.9 -1.3
N -1.00653 -0.79955 -1.21231 -1.3 0.2 4.0
N 0.65669 0.51844 -2.06455 1.9 2.1 -1.0
N -1.79691 0.95155 0.58862 2.8 4.5 0.7
H 0.28345 -3.03824 1.25420 -0.6 1.5 -1.6
H -0.98281 -1.72132 1.33791 1.1 -0.6 -0.8
H 1.19390 -0.98256 2.02897 0.5 0.4 0.3
H 1.95933 -1.22563 0.55806 2.4 -0.5 -1.6
H 0.59964 -2.07996 -1.24220 -0.4 -0.2 -0.1
H -0.96101 -2.88660 -1.06825 0.1 0.5 0.3
H -0.81596 0.15456 2.27703 -0.4 -0.1 0.6
H -0.43237 1.89379 1.98531 -0.8 -0.6 -0.4
H -0.66939 2.47391 -0.68260 -0.9 -0.3 1.3
H -2.06512 1.68621 -1.45143 0.4 -0.5 1.0
H 2.23665 1.23398 -0.34383 0.4 0.3 0.9
H 2.19566 1.15644 1.46820 1.4 0.4 0.8
H 1.39020 2.39199 0.59845 -1.1 4.3 0.2
H -1.34255 -1.02636 -2.13661 0.0 0.9 -0.7
H 0.78105 1.47792 -2.45885 -0.1 -1.2 0.3
H 1.59336 0.20567 -1.77113 -0.5 0.1 -0.6
H -1.89952 -0.50459 -0.54244 0.4 -2.0 -1.6
H -2.69115 1.35841 0.94175 -1.6 -0.4 0.2
```
Forces are in eV/Å.